Density functional theory data (wB97M-V/def2-TZVPD) for 2 unconnected molecules or ions with the total composition C18H38FN3O6S at a distorted geometry.

Values from the calculation:
- SMILES: CNC[C@@]1(CCF)OS(=O)(=O)O[C@]1(CN)CCCOC(C)=O.CCN(CC)CC
- E: -1822.38332 Ha
- 2S+1: 1

Each line ends with the Löwdin charge.
CARTESIAN COORDINATES (ANGSTROEM)
C (1.63, 0.65, 5.54)  -0.11
N (1.53, 1.41, 4.27)  -0.09
C (1.58, 0.61, 3.04)  -0.14
C (0.38, 0.73, 2.06)  -0.36
C (0.80, 0.13, 0.72)  -0.08
C (1.74, 0.97, -0.12)  -0.16
F (3.05, 0.92, 0.37)  -0.06
O (-0.68, -0.12, 2.59)  -0.14
S (-1.66, 0.67, 3.56)  0.60
O (-1.25, 0.54, 4.91)  -0.21
O (-2.99, 0.34, 3.20)  -0.21
O (-1.27, 2.11, 3.05)  -0.15
C (-0.31, 2.12, 1.92)  -0.32
C (0.63, 3.34, 2.14)  -0.16
N (0.80, 4.17, 0.95)  0.01
C (-1.16, 2.34, 0.66)  -0.11
C (-2.33, 1.39, 0.34)  -0.14
C (-3.66, 1.98, 0.77)  -0.18
O (-4.65, 0.96, 0.70)  0.00
C (-5.75, 1.16, 1.44)  -0.57
C (-6.59, -0.07, 1.51)  0.03
O (-5.98, 2.20, 1.98)  0.12
H (1.54, -0.42, 5.36)  0.08
H (0.82, 0.93, 6.21)  0.06
H (2.58, 0.86, 6.04)  0.08
H (2.31, 2.04, 4.25)  0.10
H (1.62, -0.45, 3.28)  0.13
H (2.50, 0.82, 2.49)  0.12
H (1.28, -0.85, 0.87)  0.14
H (-0.10, -0.04, 0.13)  0.12
H (1.76, 0.57, -1.14)  0.11
H (1.45, 2.02, -0.18)  0.10
H (1.61, 2.99, 2.44)  0.10
H (0.21, 3.88, 2.99)  0.13
H (1.77, 4.45, 0.84)  0.08
H (0.23, 5.01, 0.98)  0.08
H (-0.49, 2.39, -0.20)  0.10
H (-1.58, 3.34, 0.77)  0.13
H (-2.21, 0.39, 0.76)  0.10
H (-2.36, 1.27, -0.75)  0.12
H (-3.62, 2.39, 1.78)  0.12
H (-3.93, 2.81, 0.10)  0.14
H (-6.09, -0.81, 2.13)  0.09
H (-6.72, -0.48, 0.51)  0.09
H (-7.56, 0.20, 1.93)  0.09
C (0.28, -2.32, -2.13)  -0.09
C (0.64, -3.06, -3.40)  -0.27
N (1.42, -2.25, -4.32)  -0.20
C (1.53, -2.82, -5.65)  -0.25
C (2.28, -4.15, -5.81)  -0.08
C (2.64, -1.68, -3.77)  -0.24
C (3.68, -2.64, -3.17)  -0.08
H (-0.22, -1.37, -2.35)  0.08
H (-0.40, -2.92, -1.52)  0.08
H (1.16, -2.11, -1.51)  0.05
H (-0.28, -3.33, -3.92)  0.12
H (1.13, -4.01, -3.14)  0.10
H (1.99, -2.08, -6.30)  0.11
H (0.51, -2.95, -6.03)  0.11
H (3.35, -4.04, -5.71)  0.05
H (2.09, -4.56, -6.80)  0.07
H (1.94, -4.90, -5.08)  0.07
H (2.36, -0.96, -3.00)  0.08
H (3.11, -1.08, -4.56)  0.12
H (3.22, -3.39, -2.53)  0.07
H (4.39, -2.08, -2.56)  0.07
H (4.26, -3.16, -3.94)  0.05